<i>
Formula: C4H6NO2
Source: the Open Molecules 2025 dataset
Level of theory: ωB97M-V with the def2-TZVPD basis set

Properties
Frontier orbital gap = 7.036 eV
Net charge = -1
HOMO = -3.05 eV

Each line ends with the Mulliken charge.
Geometry (Å):
C 0.55 1.75 -0.11  -0.892
C 0.94 2.71 -1.04  -0.024
C 1.21 0.53 0.00  0.484
C -1.59 -2.19 0.64  -0.689
N 1.35 -0.65 -0.07  0.250
O 1.80 -1.75 0.27  -0.716
O 1.73 2.63 -1.95  -0.617
H 0.08 2.18 0.72  0.290
H 0.32 3.70 -0.94  0.229
H -2.27 -2.31 1.60  0.191
H -1.04 -1.29 0.60  0.021
H -2.21 -2.22 -0.18  0.272
H -0.88 -3.11 0.49  0.202


<ii>
Formula: C4H6NO2
Source: the Open Molecules 2025 dataset
Level of theory: ωB97M-V with the def2-TZVPD basis set

Properties
Frontier orbital gap (spin up / spin down) = 6.940 / 6.941 eV
Net charge = -1
HOMO (spin up / spin down) = -2.72 / -2.72 eV

Each line ends with the Mulliken charge.
Geometry (Å):
C 0.48 0.73 0.94  -0.348
C 1.40 -1.49 0.11  -0.130
C 0.37 -0.65 0.47  -0.264
C -1.24 -0.01 -1.11  -0.531
N -1.18 1.36 -0.66  -0.318
O 0.15 1.67 -0.13  -0.320
O 1.47 -2.32 -0.79  -0.689
H 1.50 1.05 1.22  0.286
H -0.31 0.87 1.75  0.208
H 2.09 -1.53 0.88  0.370
H -0.83 -0.33 -2.10  0.214
H -2.17 -0.64 -0.84  0.191
H -1.72 1.28 0.25  0.331


Which of them is most stable, and which least? Most stable: <i>; least stable: <ii>.


<i>
Formula: C4H6NO2
Source: the Open Molecules 2025 dataset
Level of theory: ωB97M-V with the def2-TZVPD basis set

Properties
Frontier orbital gap = 6.673 eV
Net charge = -1
HOMO = -2.55 eV

Each line ends with the Mulliken charge.
Geometry (Å):
C -1.72 0.45 -1.56  0.863
C -0.33 -1.14 1.02  -0.544
C 0.21 0.00 0.83  -0.056
C 1.68 0.24 0.55  -1.178
N -0.51 0.60 -1.89  -0.691
O -2.71 -0.03 -1.11  -0.650
O -1.45 1.67 -2.22  -0.471
H -1.37 -1.38 1.14  0.293
H 0.38 -2.08 1.12  0.144
H -0.36 0.93 0.79  0.304
H 1.99 -0.55 -0.14  0.272
H 2.27 0.15 1.42  0.369
H 1.91 1.15 0.06  0.346


<ii>
Formula: C4H6NO2
Source: the Open Molecules 2025 dataset
Level of theory: ωB97M-V with the def2-TZVPD basis set

Properties
Frontier orbital gap = 6.590 eV
SMILES = [O-]/C=C1\CNOC1
Net charge = -1
HOMO = -2.36 eV

Each line ends with the Mulliken charge.
Geometry (Å):
C -0.53 -1.09 0.31  -0.381
C -0.49 0.46 -1.84  -0.241
C 0.00 0.01 -0.66  0.262
C 1.08 0.73 0.20  -0.630
N 0.64 0.47 1.60  -0.396
O 0.29 -0.92 1.46  -0.295
O -0.13 1.39 -2.57  -0.680
H -0.43 -2.11 -0.23  0.233
H -1.65 -0.87 0.50  0.178
H -1.41 -0.21 -2.36  0.099
H 2.15 0.25 0.34  0.161
H 1.06 1.75 0.06  0.426
H -0.19 1.11 1.67  0.264


Which of them is most stable, and which least? Most stable: <i>; least stable: <ii>.


<i>
Formula: C4H7ClS
Source: the Open Molecules 2025 dataset
Level of theory: ωB97M-V with the def2-TZVPD basis set

Properties
Frontier orbital gap = 9.430 eV
SMILES = C=C1CS1.CCl
Net charge = 0
HOMO = -8.74 eV

Each line ends with the Mulliken charge.
Geometry (Å):
C 2.09 0.33 0.82  -0.604
C 1.03 1.16 0.23  0.281
C 0.01 1.97 0.44  -0.542
C -1.74 -1.69 -0.70  -0.506
S 1.75 0.29 -0.98  -0.171
Cl -2.46 -1.53 -2.38  -0.203
H 2.99 0.74 1.25  0.269
H 1.66 -0.48 1.25  0.228
H -0.69 2.30 -0.27  0.341
H -0.72 -2.03 -0.79  0.216
H -0.12 2.17 1.55  0.192
H -2.24 -2.46 -0.17  0.325
H -1.56 -0.76 -0.24  0.174


<ii>
Formula: C4H7ClS
Source: the Open Molecules 2025 dataset
Level of theory: ωB97M-V with the def2-TZVPD basis set

Properties
Frontier orbital gap = 9.672 eV
SMILES = C/C=C(/Cl)CS
Net charge = 0
HOMO = -9.00 eV

Each line ends with the Mulliken charge.
Geometry (Å):
C -1.46 -0.59 -0.80  -1.211
C -0.01 -0.94 -0.63  -0.222
C 0.92 -0.48 0.22  0.607
C 0.79 0.51 1.30  -0.648
H -1.54 0.30 -1.46  0.290
H -2.02 -0.19 0.06  0.330
H -1.99 -1.35 -1.37  0.328
H 0.21 -1.78 -1.40  0.231
H 1.23 0.30 2.22  0.345
H -0.31 0.61 1.40  0.219
H 0.19 2.39 0.09  0.122
S 1.38 2.09 0.74  -0.156
Cl 2.61 -0.87 -0.35  -0.234


Which of them is most stable, and which least? Most stable: <ii>; least stable: <i>.


<i>
Formula: C9H8
Source: the Open Molecules 2025 dataset
Level of theory: ωB97M-V with the def2-TZVPD basis set

Properties
Frontier orbital gap (spin up / spin down) = 7.656 / 7.527 eV
Net charge = 0
HOMO (spin up / spin down) = -8.54 / -8.24 eV

Each line ends with the Mulliken charge.
Geometry (Å):
C 0.48 -1.92 1.01  -0.583
C 1.35 -1.19 0.41  0.498
C -1.00 -0.06 1.76  -0.465
C -0.78 -1.61 1.70  -0.206
C 0.86 0.24 -1.51  -0.577
C -0.69 1.87 -0.02  -0.578
C 1.83 -0.41 -0.53  -0.505
C -0.50 0.60 -0.80  -0.258
C -0.74 0.65 0.73  0.307
H -1.53 -1.82 1.00  0.256
H -1.10 -2.26 2.58  0.410
H 1.20 1.07 -2.02  0.414
H 0.56 -0.55 -2.38  0.258
H 0.14 2.61 0.03  0.216
H -1.63 2.40 -0.17  0.244
H 2.80 0.10 -0.32  0.232
H -1.25 0.27 -1.47  0.338


<ii>
Formula: C9H8
Source: the Open Molecules 2025 dataset
Level of theory: ωB97M-V with the def2-TZVPD basis set

Properties
Frontier orbital gap (spin up / spin down) = 7.399 / 7.398 eV
SMILES = C/C=C1/C#CC#CCC1
Net charge = 0
HOMO (spin up / spin down) = -8.38 / -8.38 eV

Each line ends with the Mulliken charge.
Geometry (Å):
C -0.62 -0.64 2.47  0.194
C -0.03 -1.89 2.28  0.089
C -0.91 0.48 1.90  -0.774
C 0.54 -2.54 1.34  -0.499
C -0.42 0.53 0.46  0.853
C -0.90 1.47 -0.38  -0.483
C 1.03 -1.86 0.06  -0.042
C 0.93 -0.30 0.26  -1.334
C -0.86 1.60 -1.88  -1.041
H -1.58 2.05 0.13  0.482
H 2.09 -1.90 -0.11  0.320
H 0.32 -2.27 -0.67  0.314
H 1.33 0.17 -0.53  0.563
H 1.62 -0.06 1.12  0.436
H -1.04 2.77 -2.09  0.249
H -1.61 1.02 -2.20  0.334
H 0.13 1.38 -2.15  0.339


Which of them is most stable, and which least? Most stable: <i>; least stable: <ii>.


<i>
Formula: H10LiO5
Source: the Open Molecules 2025 dataset
Level of theory: ωB97M-V with the def2-TZVPD basis set

Properties
Frontier orbital gap = 11.394 eV
Net charge = +1
HOMO = -14.86 eV

Each line ends with the Mulliken charge.
Geometry (Å):
Li -0.63 -0.04 0.25  0.950
O -2.47 0.59 0.75  -0.615
H -2.65 1.54 0.80  0.310
H -3.17 0.17 1.26  0.311
O 2.64 -0.69 -1.56  -0.605
H 1.77 -0.35 -1.35  0.297
H 3.25 -0.23 -0.96  0.332
O 0.22 1.75 0.34  -0.583
H 0.85 2.14 -0.28  0.296
H 0.42 2.16 1.19  0.304
O -0.62 -0.63 -1.68  -0.639
H -0.43 -1.58 -1.69  0.343
H -0.42 -0.33 -2.58  0.304
O 0.29 -1.26 1.56  -0.602
H -0.10 -1.38 2.44  0.299
H 1.04 -1.86 1.53  0.299


<ii>
Formula: H10LiO5
Source: the Open Molecules 2025 dataset
Level of theory: ωB97M-V with the def2-TZVPD basis set

Properties
Frontier orbital gap = 11.493 eV
Net charge = +1
HOMO = -15.36 eV

Each line ends with the Mulliken charge.
Geometry (Å):
Li -20.98 -2.23 53.78  0.903
O -21.67 -0.17 52.86  -0.651
H -21.30 0.14 53.67  0.367
H -21.16 0.11 52.05  0.339
O -22.09 -3.09 52.22  -0.629
H -23.05 -2.91 52.00  0.326
H -21.52 -3.32 51.53  0.307
O -18.89 -1.82 53.19  -0.623
H -18.63 -2.68 52.67  0.367
H -18.23 -1.91 53.79  0.294
O -20.39 0.22 55.56  -0.655
H -19.97 -0.57 55.90  0.320
H -21.36 -0.05 55.88  0.353
O -20.88 -2.79 55.75  -0.597
H -20.17 -3.46 55.81  0.336
H -21.11 -2.48 56.55  0.243


Which of them is most stable, and which least? Most stable: <i>; least stable: <ii>.


<i>
Formula: C4H11N2O
Source: the Open Molecules 2025 dataset
Level of theory: ωB97M-V with the def2-TZVPD basis set

Properties
Frontier orbital gap = 6.351 eV
SMILES = NCC[C@@H](N)C[O-]
Net charge = -1
HOMO = -2.50 eV

Each line ends with the Mulliken charge.
Geometry (Å):
C 0.23 -2.03 -0.55  -0.416
O -0.37 -2.71 -1.53  -0.917
C -0.28 -0.51 -0.42  0.089
C 0.85 0.31 0.26  -0.716
C 0.34 1.66 0.84  -0.446
N -0.72 1.39 1.82  -0.663
N -0.72 -0.12 -1.74  -0.838
H -0.04 -2.53 0.43  0.199
H 1.34 -1.88 -0.71  0.131
H -1.08 -0.54 0.35  0.169
H 1.63 0.45 -0.49  0.423
H 1.01 -0.28 1.21  0.196
H 0.06 2.26 -0.02  0.283
H 1.19 2.24 1.26  0.387
H -0.98 2.25 2.29  0.221
H -1.57 1.07 1.37  0.236
H -1.08 -1.01 -2.12  0.353
H 0.17 -0.01 -2.25  0.310


<ii>
Formula: C4H11N2O
Source: the Open Molecules 2025 dataset
Level of theory: ωB97M-V with the def2-TZVPD basis set

Properties
Frontier orbital gap = 6.578 eV
SMILES = NCC[C@@H](N)C[O-]
Net charge = -1
HOMO = -2.60 eV

Each line ends with the Mulliken charge.
Geometry (Å):
C 0.30 -1.25 -1.40  -0.536
O -0.65 -1.65 -2.25  -0.862
C -0.22 -0.20 -0.35  0.297
C 0.90 0.32 0.53  -0.878
C 0.49 1.30 1.66  -0.567
N -0.20 0.52 2.70  -0.667
N -0.80 0.93 -1.13  -0.751
H 0.78 -2.02 -0.78  0.204
H 1.22 -0.69 -1.85  0.102
H -0.97 -0.74 0.23  0.168
H 1.68 0.79 -0.10  0.422
H 1.24 -0.61 0.99  0.289
H -0.14 2.08 1.23  0.324
H 1.42 1.75 2.01  0.296
H -0.70 -0.30 2.38  0.280
H 0.47 0.19 3.39  0.250
H -1.39 0.37 -1.76  0.347
H -0.05 1.43 -1.59  0.281


<iii>
Formula: C4H11N2O
Source: the Open Molecules 2025 dataset
Level of theory: ωB97M-V with the def2-TZVPD basis set

Properties
Frontier orbital gap = 6.212 eV
SMILES = NC[C@H](N)CC[O-]
Net charge = -1
HOMO = -2.22 eV

Each line ends with the Mulliken charge.
Geometry (Å):
N 1.86 -0.11 -0.36  -0.912
C 0.42 -0.22 0.12  0.265
C -0.45 0.61 -0.81  -0.484
C -1.07 -0.18 -1.97  -0.501
O -2.35 -0.63 -1.91  -0.880
C 0.33 0.42 1.51  -0.724
N -0.51 -0.53 2.35  -0.566
H 1.95 0.81 -0.80  0.327
H 1.75 -0.73 -1.22  0.380
H 0.13 -1.28 0.19  0.234
H 0.17 1.51 -1.06  0.481
H -1.33 0.92 -0.24  0.165
H -0.43 -1.09 -2.00  0.110
H -0.94 0.49 -2.82  0.161
H -0.19 1.43 1.68  0.200
H 1.33 0.57 2.00  0.352
H -0.19 -0.49 3.31  0.195
H -0.48 -1.48 2.01  0.198


Which of them is most stable, and which least? Most stable: <ii>; least stable: <iii>.